(1)
64
Properties=species:S:1:pos:R:3:nbo_charge:R:1 method="wB97M-V/def2-TZVPD" e_homo_ev="-3.957 / -4.206" total_charge=-1 orbital_gap_ev="5.90 / 6.14" spin_multiplicity=5 s2=6.07 e_lumo_ev="1.941 / 1.932" e_above_lowest_kcal_mol=8.2
H -4.5005 3.3374 -2.2595 0.39
C -1.6328 -2.9973 1.3829 -0.60
H -2.1805 -2.1087 1.0624 0.21
C -4.8510 1.7297 -1.0799 0.66
Se 1.7638 2.0565 0.8799 -0.26
N -4.4054 0.7459 -0.3481 -0.64
C 0.7094 -2.2769 -1.3303 -0.49
H 2.5946 -1.2950 -1.8454 0.21
C 1.3490 3.6885 -2.6976 -0.29
C 1.3304 -3.6732 -1.4212 -0.60
C 0.9165 1.9206 -4.2381 -0.30
H 2.9565 -2.6006 0.9144 0.20
C -0.6972 -2.3210 -1.9387 -0.61
H -3.1019 2.6673 -1.5594 0.43
N 1.0870 2.8753 5.4790 -0.47
C 0.5590 -3.9377 2.0990 -0.61
H -6.6557 0.8718 -1.1842 0.41
H 0.3369 1.0669 -4.5615 0.22
C -0.2800 -1.8234 3.0977 -0.60
H 2.6232 -1.2918 2.0604 0.23
N -6.1936 1.7539 -1.3353 -0.78
H -1.6349 -3.7150 0.5593 0.20
H 3.1223 -0.9051 0.4250 0.23
Cr -0.2239 0.7285 0.2977 0.79
H -1.3424 -3.0281 -1.4134 0.20
H 1.1275 4.2358 -1.7920 0.23
C 0.1658 2.2630 4.7360 0.04
Si 0.6802 -1.5113 0.4752 1.07
C 2.0302 2.3410 -4.9442 0.03
N -4.1219 2.7708 -1.5197 -0.79
H 1.5598 -3.7246 2.4804 0.21
C 2.4395 4.0231 -3.4836 0.03
N 2.7874 3.3814 -4.5983 -0.46
H -0.6436 -2.6333 -2.9902 0.19
H -2.1814 -3.4512 2.2193 0.18
H -1.1685 -1.3345 -1.9035 0.21
C 2.2118 3.2262 4.8562 0.03
H 3.0709 4.8625 -3.2057 0.18
H -0.4818 1.5051 2.8369 0.18
H 0.7136 -1.5379 3.4523 0.21
H 2.9510 3.7259 5.4760 0.18
C 2.5245 -1.6003 1.0166 -1.15
H 1.1634 -0.2955 -2.1209 0.21
H 2.3412 -3.6874 -1.0073 0.20
H 0.0298 -4.5327 2.8559 0.18
H -0.8567 -0.9071 2.9442 0.20
C -0.2031 -2.6431 1.8044 -0.49
N -2.0742 0.3520 0.3048 -0.59
Se -0.9973 2.1147 -2.1100 -0.46
H 1.5380 -1.6221 -3.2306 0.19
H -0.7683 -2.4040 3.8911 0.19
C -3.1651 0.5876 -0.0180 0.56
H 0.7280 -4.4123 -0.8873 0.19
C 0.3124 1.9948 3.3873 -0.31
H 2.3327 1.8151 -5.8460 0.18
C 0.5485 2.6175 -3.0879 -0.11
H 1.3930 -3.9904 -2.4710 0.19
H -6.4715 2.2390 -2.1723 0.38
C 2.4650 2.9933 3.5165 -0.30
H 0.6623 -4.5528 1.2028 0.20
C 1.4945 2.3636 2.7351 -0.12
C 1.5535 -1.3160 -2.1768 -0.60
H -0.7423 1.9789 5.2605 0.18
H 3.4026 3.2967 3.0689 0.22

***

(2)
20
Properties=species:S:1:pos:R:3:nbo_charge:R:1 method="wB97M-V/def2-TZVPD" e_homo_ev="-6.889 / -6.890" total_charge=0 orbital_gap_ev="5.18 / 5.18" spin_multiplicity=1 e_lumo_ev="-1.710 / -1.709" e_above_lowest_kcal_mol=0.0
O -4.2838 2.1723 -0.4840 -0.68
I -6.4536 -0.2840 0.0249 0.12
H 3.6922 -0.1194 -0.1637 0.23
H -1.9321 1.9751 0.0503 0.42
C 0.5019 -1.2139 -0.3183 -0.17
H -3.9006 -0.9226 0.6850 0.20
C 2.6145 -0.0993 -0.1163 -0.16
C -1.6100 -0.0081 -0.1055 0.20
H 2.5305 1.9743 0.3996 0.23
C 0.5799 1.1369 0.2258 -0.17
C -4.3824 -0.1027 0.1908 -0.65
H 0.0954 2.0703 0.4727 0.21
C -0.1847 -0.0137 -0.0477 -0.08
C -3.8033 1.1071 -0.1318 0.47
H 2.3835 -2.1804 -0.5780 0.23
C 1.8779 -1.2519 -0.3567 -0.21
N -2.3632 1.0546 0.0067 -0.44
C 1.9558 1.0837 0.1898 -0.21
H -0.0682 -2.1109 -0.5079 0.22
H -2.1039 -0.9506 -0.2889 0.23

***

(3)
72
Properties=species:S:1:pos:R:3:mulliken_charge:R:1 method="wB97M-V/def2-TZVPD" e_homo_ev=-11.684 total_charge=+1 orbital_gap_ev=9.32 spin_multiplicity=1 e_lumo_ev=-2.364
O 5.0073 0.9808 -0.1846 -0.39
H -3.7936 -0.2032 0.5262 0.17
C 3.9832 -0.9968 -0.9714 1.31
H 0.9876 -3.1083 -0.7191 0.46
H -6.6046 2.6942 0.9048 0.29
H -4.5320 1.7333 -2.2921 0.33
H -2.3060 1.5782 1.3683 0.18
H -6.4531 0.6394 1.7966 0.44
C -5.3949 0.3874 1.8855 -0.76
O -4.9982 1.2366 -0.3578 -0.31
H -5.5798 0.7783 4.5266 0.42
C 5.3467 -1.5238 -1.6572 -0.94
C 4.4611 -0.2590 0.3556 0.63
C 1.5583 -2.1213 -0.6750 -0.70
H -6.6581 1.8754 3.6333 0.46
H -1.3047 1.0221 2.7002 0.51
H 4.6937 -3.2255 0.5250 0.20
H -3.0698 2.0158 3.8801 0.45
C -4.7012 2.8668 1.9693 -0.35
H -5.9087 4.3060 0.9430 0.42
H 5.2571 -0.7338 -3.8045 0.26
C 0.0081 0.5985 -2.8558 -0.56
H 0.9020 2.5550 -2.3911 0.36
H -3.4897 0.2973 3.8931 0.35
H 4.3558 -4.9689 -1.0366 0.26
C 3.4535 -4.8173 -0.3492 -1.13
H -6.6840 3.6661 2.3793 0.37
H 6.1428 -2.3346 -3.5639 0.38
H -3.7383 0.2515 -1.7181 0.30
H -5.2480 2.5386 4.5200 0.39
H 2.9253 -3.2648 1.1981 0.36
H -3.1936 1.8504 -1.1351 0.29
C -4.8326 0.1183 0.4922 -0.27
N -4.7555 1.5249 2.7033 0.03
C -5.6302 1.6974 3.9424 -1.07
H 2.5460 -4.8695 -1.0234 0.27
H 1.0732 -1.4217 -1.4152 -0.42
H 1.4198 -1.7415 0.3937 0.24
C 4.6276 1.3306 -1.5232 0.18
C 6.6571 -1.2584 1.7469 -0.05
C 5.2508 -1.7193 -3.2318 -1.16
H -1.0103 -0.3424 -1.3991 0.28
H 5.6875 -2.5263 -1.2311 0.48
C -3.3682 1.1732 3.2519 -0.31
H 6.2292 -0.8237 -1.4768 0.45
H 3.3587 0.1757 -2.9200 0.45
C 2.1701 1.0617 -1.3538 -0.60
O -0.7923 0.5723 -1.6584 -0.44
H 1.8915 1.5835 -3.5796 0.39
C 3.4769 0.2438 -1.8017 -0.25
H 3.2285 -2.9143 -1.8648 0.35
C 5.6871 -0.8085 1.1500 -1.17
H 7.6527 -1.3791 2.2414 0.44
C 1.2864 1.5062 -2.6301 -0.77
H -5.3088 -0.5122 2.4996 0.39
H -4.0283 2.7664 1.1228 0.25
H 0.3758 -0.4363 -3.1755 0.28
C -6.0535 3.3975 1.5305 -1.30
H -0.5795 0.9843 -3.7572 0.34
H -2.3159 -0.1271 1.8774 0.31
Br 3.1519 0.1183 1.8033 -0.13
C -2.2815 0.9057 2.2245 -1.20
H 3.5025 -5.6285 0.4317 0.39
H 4.3271 -2.2750 -3.5813 0.25
C 3.5953 -3.3347 0.2827 -0.40
H 1.5382 0.5651 -0.5646 0.29
C -4.0604 1.2562 -1.4320 -0.75
H 2.5076 2.0525 -0.8943 0.46
H -5.3993 -0.7131 0.0541 0.41
O 5.0417 2.2134 -2.2219 -0.56
C 3.1203 -2.3286 -0.8908 -0.12
H -4.2439 3.5797 2.6616 0.54

***

(4)
146
Properties=species:S:1:pos:R:3:mulliken_charge:R:1 method="wB97M-V/def2-TZVPD" e_homo_ev="-8.409 / -8.312" total_charge=0 orbital_gap_ev="8.41 / 4.97" spin_multiplicity=2 s2=0.76 e_lumo_ev="0.004 / -3.341"
H -4.9829 -0.0134 -1.5991 0.17
H 0.0693 4.1857 4.4159 0.23
C -4.7234 -1.2027 4.9737 -1.78
H -3.1516 3.6387 -4.2608 0.48
O 5.9658 2.0631 2.2886 -0.48
H 2.4046 -2.4242 1.2425 -0.32
H 4.6929 -3.7907 2.3242 0.36
H -3.0072 0.2063 -5.5386 0.48
H 6.7679 2.2145 -3.1096 0.34
C -1.2575 -4.2348 2.9074 -0.54
H 4.1158 3.5794 3.2492 0.49
H -3.7679 -2.7896 3.1110 0.40
H 4.0449 -5.2528 3.0164 0.46
N -1.7696 1.8872 -3.8735 -0.37
H -3.1870 -0.7556 0.6693 0.21
H -6.4950 0.7165 -6.0244 0.32
H 6.6678 2.9108 -1.5680 -0.03
H -1.4235 -4.7726 0.0946 0.19
H 1.5510 1.5113 1.5079 -0.23
H -2.9605 2.7395 -5.8019 0.40
H -3.2113 -3.5006 4.7079 0.47
H -0.7981 -4.7847 3.7288 0.29
C -4.2814 3.8963 0.4433 -1.60
H 2.9448 2.5440 3.8901 0.33
H 1.2000 -2.9366 6.6436 0.35
H 2.4684 -4.6167 4.7598 0.43
C -3.0321 -2.7743 3.9151 -1.14
C 6.5456 3.1634 -2.6213 -0.44
H -2.4642 4.6017 3.7745 0.40
H -3.3948 -0.9673 -1.6433 -0.15
H 2.3949 3.7080 2.7330 0.24
H -0.4153 -2.8224 6.0650 0.10
C -5.4328 0.4804 -6.0899 -0.92
H 2.4443 -1.2442 -0.0909 -0.19
H -5.4726 -1.4769 4.2309 0.33
H 3.5918 2.4775 0.9596 -1.38
H -2.0734 -4.9085 2.6457 0.48
H -5.1007 1.3737 -6.6189 0.32
H 0.5936 -2.4025 -0.4180 0.22
H 4.7998 0.5809 2.8956 0.22
O -0.1212 2.4081 3.3756 -0.06
C 3.5368 -1.4207 -2.5570 -0.88
N 2.3901 1.0102 1.7626 0.68
C -4.4772 -0.9753 -1.5150 -0.63
H -3.3596 0.4900 3.9619 0.22
O 0.2261 -0.3002 -4.0994 -0.67
P -0.3387 -0.0688 -0.1282 -2.05
H -1.3815 5.0146 2.4593 0.40
H -3.4348 -0.5276 2.6795 0.11
H -1.2194 3.1653 4.9642 0.38
In -0.0505 -0.6333 2.9853 0.86
H -1.3275 1.5257 -4.7066 0.36
H 2.6526 3.5411 -0.3683 -0.16
C 3.5375 1.9215 1.8956 2.47
H 1.8216 1.6979 -1.6346 -0.38
H -2.0035 -3.2841 -0.5552 -0.06
O -2.7572 2.1398 -0.4290 -0.35
H -5.0456 4.1241 -0.2997 0.39
C -4.6773 -1.6516 -0.1287 -0.62
H -4.6056 4.1147 1.4608 0.42
H 3.1794 5.1122 -1.0849 0.47
H 3.6276 -4.6277 1.3322 0.38
O 0.0224 1.2372 0.7295 0.01
H -2.0941 3.4760 2.4174 0.13
H 3.4832 -2.0234 2.2266 0.07
C 3.2204 3.0318 2.9551 -1.72
H -2.8194 -1.2796 5.4848 0.17
O -4.1409 -0.7606 0.7774 -0.58
O -4.9765 0.2669 -4.7691 -0.31
H 7.2957 3.2125 0.9996 0.42
H -5.1715 -0.2769 -6.8289 0.31
H -3.7082 1.9265 1.4341 -0.17
C -0.7247 3.5275 4.0630 -0.41
H -0.4244 -2.7317 -6.2161 0.40
O 0.8884 -0.9293 0.1963 -0.14
C 2.7399 3.4311 -2.4576 0.05
O 0.5985 -3.3606 -0.3580 -0.12
H 2.6344 4.0565 -3.3440 0.49
C -3.6064 2.9202 -4.9427 -1.89
O -0.6698 0.1525 -1.6476 1.42
H -0.1049 -3.3962 -2.3273 -0.41
H 5.7067 3.0371 0.3554 0.24
H -4.6369 3.1344 -5.2261 0.30
O 5.2833 3.7109 -2.8834 -0.41
C 0.5429 -3.2961 5.8517 -1.01
C 3.7917 -4.4007 2.3856 -1.78
H -0.4568 -4.1564 2.1719 -0.27
H 4.9087 0.4752 1.2330 0.37
H 2.6692 -0.7609 -2.5607 -0.01
H 1.7444 -4.4382 2.4101 -0.07
H 4.6151 -2.6710 -1.1010 0.44
H 0.3697 -4.8804 -1.7369 0.45
C -3.3057 -1.3489 4.5118 0.52
C 2.5708 4.2179 -1.2188 -1.02
H -4.7264 1.7125 0.1225 0.29
O 3.3868 -1.3937 -0.1953 -0.10
C 2.5142 -3.7562 2.7712 1.33
H -0.1136 -0.1808 -3.2095 0.10
C -3.9232 2.3672 0.4606 0.41
H -5.7429 -1.7112 0.0930 0.49
C 6.4301 2.5502 1.0094 -0.93
N 1.6237 2.4085 -2.3244 -0.04
H 1.0142 -2.1740 -4.4185 0.30
H 1.6694 4.8093 -1.3798 0.36
C -0.4837 -1.6663 -5.9935 -1.30
C -1.4983 -4.2085 -0.8351 -0.94
H 6.7097 1.7479 0.3266 0.40
H -2.4561 1.2348 -0.3203 -0.26
C 4.1598 2.8077 -2.6328 -0.34
H -1.4630 1.0945 -3.3279 -0.43
H -0.5575 -2.0635 -3.8833 -0.07
H -4.9045 -1.9246 5.7701 0.46
C 0.1141 -1.5857 -4.5966 0.27
H 4.4405 2.1379 -1.8199 0.07
C -3.2326 1.7671 -4.0396 1.48
C -3.5316 0.3822 -4.5994 -0.64
N -2.9719 -0.3514 3.5597 -0.04
H -4.9450 -1.5665 -2.3023 0.58
H -0.0212 -1.1106 -6.8092 0.31
N 2.5467 -2.4013 2.2422 0.24
H -2.1877 -4.6682 -1.5432 0.51
H 2.3137 0.5135 0.8865 -0.92
H -3.1180 -0.3608 -3.9176 0.00
C -0.1281 -3.9707 -1.4012 0.42
H 7.3180 3.8547 -2.9585 0.31
H -1.5077 -1.3248 -6.1448 0.14
O 1.0944 -2.9536 4.5660 0.25
Na -0.5626 2.3959 -1.2027 0.61
H 3.9768 2.0193 -3.3629 0.42
H 3.5127 -2.1210 -3.3919 0.42
C 3.6192 -2.2688 -1.2864 -0.10
C 2.3768 -3.6171 4.3349 -1.30
H -3.4976 4.6298 0.2545 0.28
O -1.5945 -0.6322 0.6450 1.20
H 0.2721 -4.3461 5.9625 0.40
H -3.7675 1.9967 -3.1181 -0.13
H 3.2292 -3.0694 4.7369 0.30
H 2.9418 -3.1207 -1.3455 0.04
H -4.1978 -2.6290 -0.1808 0.22
H -5.0349 -0.2782 5.4597 0.43
H 1.5761 1.8493 -3.1641 0.10
C -1.6886 4.2039 3.1201 -1.02
C 4.7837 1.2237 2.0155 -0.58
H 4.3717 -0.7210 -2.5948 0.25
O -1.6033 -2.9885 3.5302 0.06
H 0.1868 2.7706 2.5417 -0.23

***

(5)
58
Properties=species:S:1:pos:R:3:nbo_charge:R:1 method="wB97M-V/def2-TZVPD" e_homo_ev="-11.291 / -11.291" total_charge=+1 orbital_gap_ev="6.22 / 6.22" spin_multiplicity=1 e_lumo_ev="-5.073 / -5.073" e_above_lowest_kcal_mol=19.6
H -3.6972 -1.2253 -3.7945 0.19
N 1.4278 2.8539 3.7707 -0.55
H -1.0948 -4.6554 -0.7757 0.20
C -0.7839 1.6051 2.9029 0.62
C 0.8641 1.4328 -1.7351 0.00
H 1.2135 -2.9037 -3.0552 0.21
H -2.4271 -1.7001 1.0460 0.22
P -1.3946 -1.2172 -1.4003 2.49
C -3.7451 -1.3647 -2.7105 -0.40
C 1.3539 2.2812 2.5912 0.45
H -2.8524 1.1205 -3.3097 0.20
S 3.6484 -2.5857 2.0207 0.27
H 5.5037 2.5468 -0.7026 0.25
N 2.4900 1.7400 0.5059 -0.40
C 0.9492 -2.1714 -2.2901 -0.41
H 0.1914 -0.1401 -4.0566 0.23
C 3.5356 1.8228 -0.3281 0.07
H -4.7447 -1.0812 -2.3749 0.21
C -0.4432 -1.0173 -3.9499 -0.40
N 0.8318 1.9285 -2.7771 -0.47
N 0.3104 3.3028 5.7189 -0.75
C 2.5513 2.3607 1.7003 0.16
H -3.4536 -3.0259 0.4657 0.19
H -2.7179 1.0114 2.9472 0.42
C -2.8788 0.8852 -2.2424 -0.41
H 1.7288 -1.4054 -2.2574 0.21
H -1.8632 0.6692 1.4581 0.43
H -2.6872 -4.3591 -1.4862 0.19
C -1.6811 -3.9459 -1.3649 -0.41
S 3.5838 -1.1532 0.7778 -0.23
C 0.2935 2.7489 4.5046 0.61
H -1.9134 -3.3702 1.2765 0.20
H -3.8294 1.2314 -1.8325 0.20
H 1.1320 3.7862 6.0329 0.42
H -1.2251 -3.8453 -2.3460 0.23
N -0.8304 2.1431 4.1140 -0.56
H -1.4688 -0.7336 -4.1740 0.21
N -2.7490 -0.5530 -2.0250 -0.82
S 1.8071 -2.7862 2.8188 0.25
N -0.3526 -1.5916 -2.6038 -0.82
O -0.9112 -0.2576 -0.3068 -1.13
Pd 0.8562 0.6610 0.0351 0.85
C 4.7622 3.1359 1.2353 -0.13
H 3.4239 1.3386 -1.2858 0.24
C 3.6760 3.0625 2.0913 -0.19
S 0.7030 -1.3952 2.1113 -0.24
H -0.1353 -1.7768 -4.6707 0.20
H -3.5985 -2.4196 -2.4927 0.21
C -2.4212 -2.6872 0.5925 -0.40
N -1.8631 0.9760 2.4209 -0.77
N -1.7246 -2.6580 -0.6889 -0.82
H -0.5145 3.2682 6.2902 0.42
N 0.3007 1.6392 2.0993 -0.64
C 4.6884 2.5079 0.0048 -0.22
H 0.9206 -2.6725 -1.3228 0.21
H 5.6497 3.6823 1.5239 0.24
H -2.0643 1.4175 -1.7565 0.23
H 3.6694 3.5387 3.0600 0.26

***

(6)
13
Properties=species:S:1:pos:R:3:nbo_charge:R:1 method="wB97M-V/def2-TZVPD" e_homo_ev=-10.249 total_charge=0 orbital_gap_ev=10.66 spin_multiplicity=1 e_lumo_ev=0.413 e_above_lowest_kcal_mol=77.4
H 0.1503 -1.9408 2.3987 0.24
H -1.4293 -2.3149 0.5486 0.21
N 1.8170 0.6762 1.5020 -0.34
H -0.7356 -0.8450 -0.3567 0.23
H -1.8741 0.9609 -1.4945 0.01
C 1.0416 1.3674 -1.2429 0.29
C 0.1256 -1.2949 1.5262 -0.34
H 0.5327 2.1326 -0.6283 0.12
H -2.5441 1.0143 -1.1720 -0.02
C 1.0662 -0.2068 1.5169 0.28
H 2.1435 1.4296 -1.2781 0.13
O 0.4313 0.5104 -1.8386 -0.54
C -0.7253 -1.4890 0.5186 -0.27

***

(7)
71
Properties=species:S:1:pos:R:3:mulliken_charge:R:1 method="wB97M-V/def2-TZVPD" e_homo_ev="-12.977 / -12.980" total_charge=+2 orbital_gap_ev="6.55 / 6.60" spin_multiplicity=3 s2=2.05 e_lumo_ev="-6.431 / -6.385" e_above_lowest_kcal_mol=0.0
C -0.3903 0.0529 6.3384 -0.38
H 0.8695 -1.4115 -3.9351 0.54
H -5.1658 1.4585 -1.6943 0.25
C 1.3165 -0.9172 2.9592 0.72
H 4.9335 -2.4807 1.7507 0.48
H -0.5922 3.0543 -5.5061 0.62
H -4.8059 2.8557 1.3031 0.46
C -4.0545 2.9361 0.5189 -1.13
C 0.8587 3.7891 -3.3388 -0.43
H -2.9704 4.5478 -1.5208 0.39
C -1.3564 0.2742 -3.7514 -0.55
N 1.4073 -1.3472 -1.9587 0.17
C -3.6191 3.7344 -1.8499 -1.11
S 2.1301 -1.5567 -6.3205 -0.07
C 3.8780 -2.3176 -2.7424 -0.64
C 4.5589 -2.4192 -0.3272 -1.10
N -3.0865 -0.5405 0.3804 -0.85
H -6.4158 2.0701 -0.5982 0.36
N 0.8329 -0.7981 0.6065 0.60
H 2.7476 -2.0512 -8.6214 0.44
N 1.4702 4.7442 -3.1646 -0.38
H 3.2440 -1.7018 3.4586 0.46
C 2.9180 -2.0490 -3.6956 0.59
H 2.3239 -1.6979 5.5432 0.35
C -0.6195 2.3354 -4.6975 -0.16
V -0.3832 -0.7254 -1.0584 0.31
N -2.0210 0.1483 -0.0802 0.73
C 0.0437 1.6452 -2.5139 0.35
H -4.1032 4.0453 -2.7760 0.43
N -1.1741 -2.2748 -1.3741 -0.18
C 2.5541 -1.4517 2.6606 -0.65
H -6.2145 2.7782 -2.1900 0.43
H 4.8153 -3.4332 -7.7832 0.42
C -3.9575 0.3866 0.6921 -0.04
C 4.2334 -2.2285 0.9647 -1.15
H -1.9098 -0.6553 -3.7823 0.59
C 3.6181 -2.1107 -1.3806 0.50
H -0.5017 -0.1962 2.0384 0.41
C 3.1573 -2.2478 -5.1338 0.36
H -4.9368 0.2279 1.1129 0.45
C 2.9486 -1.6796 1.3323 0.66
C 4.1081 -2.9328 -7.1391 -0.64
C 3.0424 -2.2236 -7.5985 -0.40
C 0.4867 -0.6056 1.8764 -0.43
H -1.9246 0.9441 -5.6944 0.58
S -0.5610 0.2469 4.6539 -0.12
O -0.1032 -3.9814 0.1688 -0.39
N -3.4318 1.5924 0.4261 0.37
C 1.6786 -1.5794 -3.2337 -0.69
N -0.6566 0.5104 -2.6287 0.85
C -4.6727 3.3823 -0.8021 0.76
H 5.5259 -2.8246 -0.5962 0.48
H 1.0057 -0.9115 7.6653 0.41
N -2.2352 1.4251 -0.0824 -0.55
C 2.3753 -1.5969 -1.0398 -0.39
H 4.8506 -2.6910 -3.0395 0.46
H 0.5839 1.8201 -1.5876 0.46
H -3.2696 3.6089 0.8585 0.37
C 4.1735 -2.9441 -5.7188 -0.49
S -1.0675 -3.7043 -0.8789 0.33
C -5.6713 2.3637 -1.3419 -1.46
H 4.9342 -3.4785 -5.1656 0.36
C 2.0553 -1.3366 0.3317 0.14
H -2.9856 2.8699 -2.0807 -0.03
C 1.4290 -1.0919 5.4963 -0.50
H -1.1117 0.4919 7.0089 0.44
C 0.8517 -0.6741 4.3349 0.30
C 0.7136 -0.6755 6.6532 -0.60
C 0.0911 2.5827 -3.5280 -0.11
H -5.2179 4.2919 -0.5344 0.36
C -1.3556 1.1684 -4.8035 -1.15

***

(8)
14
Properties=species:S:1:pos:R:3:nbo_charge:R:1 method="wB97M-V/def2-TZVPD" e_homo_ev=-9.411 total_charge=0 orbital_gap_ev=10.18 spin_multiplicity=1 e_lumo_ev=0.765 e_above_lowest_kcal_mol=19.9
H -1.6197 1.9730 -1.3359 0.21
H 1.4055 -1.2201 1.4651 0.43
C -0.3987 1.9655 0.5764 -0.29
C -0.8777 1.4428 -0.7974 -0.15
H 1.4608 -3.3190 0.2293 0.13
O 0.2205 -2.7072 -1.2540 -0.58
N 0.9308 -1.2344 0.5156 -0.62
H -1.1077 -0.5501 -1.5210 0.26
C 0.8757 -2.4223 -0.2282 0.53
N 0.4778 0.9003 1.1242 -0.45
H -1.2499 2.0426 1.2919 0.23
H 0.1007 2.9757 0.5874 0.22
C 0.3428 -0.0604 0.2658 0.38
C -0.5611 0.2137 -0.9191 -0.29